# 1
Here is a molecular structure, C66H135F12N5O11P2S4 in a non-equilibrium geometry from OMol25. Energies are from ωB97M-V with the def2-TZVPD basis set.

ORCA input file:
```
! RIJCOSX wB97M-V def2-TZVPD def2/J DEFGRID3
* xyz 2 1
S -2.922 -4.276 -3.174
S -1.357 -3.166 -1.372
S 1.575 5.228 -2.572
S -0.129 7.120 -3.547
P 0.600 5.579 2.384
P -0.613 -7.187 -0.264
F -0.530 -4.831 -4.362
F -0.448 8.810 -5.558
F 0.987 7.323 -6.045
F -1.987 -6.432 -4.320
F -2.328 -1.459 0.493
F -3.505 -3.267 0.323
F 2.917 4.786 -4.895
F -1.096 6.714 -6.038
F 4.201 5.329 -3.204
F 3.073 6.836 -4.170
F -3.644 -1.675 -1.174
F -2.209 -4.882 -5.834
O 0.946 7.972 -3.079
O 1.611 3.784 -2.449
O 5.386 -0.632 0.178
O -3.378 -2.949 -3.595
O -0.708 2.303 2.239
O -0.924 -2.307 -2.440
O 1.605 5.864 -1.287
O -0.313 -3.533 -0.438
O -1.509 7.416 -3.152
O -4.077 -5.126 -3.038
O -2.220 2.508 5.317
N -1.552 1.634 -4.155
N -2.365 1.456 4.551
N 5.167 -1.539 -0.693
N 0.262 5.615 -3.602
N -2.032 -4.498 -1.784
C -1.824 6.917 1.563
C 1.969 7.861 1.396
C -3.566 4.526 -2.315
C -3.669 1.378 3.764
C -0.215 -4.255 2.896
C 1.960 4.529 1.741
C 4.420 -2.821 -0.355
C -0.107 4.879 3.994
C 1.330 7.232 2.642
C -1.807 -5.134 -4.570
C -0.568 5.844 7.682
C 4.253 2.459 1.382
C 7.017 -0.844 -2.045
C 2.129 -6.802 -3.385
C -2.469 1.472 -5.409
C -0.159 5.823 5.208
C 0.592 0.416 1.379
C -0.180 7.524 -5.473
C -3.924 2.650 2.926
C 0.179 -8.678 0.470
C 2.987 4.286 2.811
C 4.724 0.127 -2.372
C 2.308 -7.443 -4.756
C 5.531 -1.155 -2.096
C -0.131 0.746 5.403
C -0.059 1.662 -4.427
C -0.620 1.352 1.208
C 0.992 -3.357 3.247
C -1.560 0.275 5.032
C 5.187 -2.209 -3.183
C 3.685 2.891 2.734
C 2.455 10.279 2.373
C -2.950 7.123 0.483
C 0.142 -5.465 1.952
C -1.956 -9.073 -1.810
C -2.216 -0.269 6.289
C 0.883 -7.305 -2.632
C 4.072 -3.138 -2.850
C 0.657 -6.494 -1.366
C 3.068 5.568 -3.824
C -2.678 -10.548 -3.748
C 2.938 -2.408 -0.084
C 0.278 2.700 -5.442
C -3.266 3.094 -2.744
C -0.523 2.528 -6.757
C -1.523 -0.670 3.776
C 5.098 -3.622 0.812
C -3.549 0.289 2.686
C -1.917 0.352 -3.390
C -0.540 2.097 -0.094
C -1.800 -9.921 3.690
C -0.841 5.780 1.248
C -2.910 -1.009 3.212
C -4.907 1.120 4.636
C -2.173 -7.746 -1.057
C -1.042 -6.044 1.107
C 4.435 -3.767 -1.566
C -1.901 2.929 -3.378
C -4.136 6.233 0.719
C -2.031 2.494 -6.454
C -0.971 5.241 6.360
C -0.733 -9.521 1.383
C -3.101 -9.375 -2.788
C -0.710 -9.167 2.906
C -2.785 -2.330 -0.394
C 3.015 8.941 1.755
H -3.298 -8.503 -3.414
H 2.576 -1.547 -0.648
H 5.115 3.090 1.167
H -0.180 1.758 -7.448
H 7.559 -1.636 -1.525
H 4.534 -4.433 1.271
H -2.912 0.202 -2.974
H -3.498 1.633 -5.095
H -1.314 4.797 1.262
H 0.311 -5.511 -1.686
H 3.654 5.146 2.704
H -2.704 -9.319 3.780
H 0.059 -7.330 -3.345
H -1.370 2.787 -0.245
H 2.027 7.123 3.475
H -1.610 -5.218 0.682
H 3.527 2.693 0.601
H -0.414 -4.701 3.874
H -1.845 -9.932 -1.144
H -0.681 4.189 6.378
H 4.745 0.382 -3.431
H -1.692 -1.141 6.685
H 0.447 5.489 7.859
H -1.092 -3.619 2.772
H 0.411 2.608 -0.252
H -4.589 6.450 1.692
H 3.966 -3.807 -3.703
H 1.913 10.047 3.290
H 5.387 -3.000 1.660
H 3.268 10.975 2.567
H -1.949 -10.913 3.264
H 3.138 -6.927 -5.233
H -3.607 5.160 -3.202
H 1.096 -8.419 1.001
H -1.113 0.306 -2.657
H -5.044 6.411 0.143
H 4.448 2.951 3.510
H -2.315 0.498 -5.872
H -5.793 0.992 4.015
H 2.220 -5.714 -3.369
H -4.875 0.219 5.246
H 1.832 -3.924 3.657
H -1.475 -10.000 4.728
H -3.313 2.566 -1.789
H -5.058 1.982 5.286
H -0.477 6.928 7.594
H 7.323 -0.893 -3.090
H 1.437 -2.976 2.326
H 0.865 -2.573 3.993
H 2.778 -2.010 0.919
H -4.021 2.660 -3.401
H -1.143 4.721 3.689
H -1.757 -6.625 1.692
H -0.337 5.940 0.292
H 7.231 0.084 -1.519
H 2.307 4.958 0.800
H 1.246 8.361 0.751
H 1.619 -6.320 -0.882
H 0.903 -5.094 1.265
H 3.007 -7.104 -2.805
H 2.933 2.142 2.988
H -1.535 0.761 1.100
H 5.278 0.951 -1.923
H -3.349 8.137 0.431
H 3.498 9.261 0.831
H -3.059 2.822 2.283
H 3.126 -2.599 -2.767
H -1.385 5.691 8.386
H 4.458 1.390 1.342
H 1.357 -7.283 -5.274
H 3.675 0.070 -2.087
H -4.477 0.223 2.116
H 2.310 -3.288 -0.212
H -0.822 -8.104 3.123
H 0.147 3.733 -5.119
H 0.239 0.730 -4.910
H -2.901 0.486 1.828
H -2.700 -6.961 -1.599
H -0.561 6.787 4.892
H 4.886 -1.726 -4.118
H -4.121 3.582 3.458
H 0.582 0.030 5.807
H 0.471 -9.318 -0.364
H -1.150 -1.657 4.058
H -0.557 -10.597 1.397
H -2.812 -7.982 -0.203
H -2.609 -1.637 2.374
H 5.997 -2.703 -3.724
H -0.229 1.554 6.131
H 5.345 -4.373 -1.583
H 0.735 -0.266 0.535
H 0.642 8.030 2.927
H 2.514 7.078 0.867
H -2.678 4.850 -1.769
H -2.013 0.430 7.101
H -1.831 -0.524 -4.032
H 1.491 3.602 1.401
H 6.046 -4.053 0.490
H 0.251 -9.443 3.343
H 0.381 -0.365 2.113
H -2.573 6.954 -0.528
H 0.442 1.834 -3.475
H -0.529 1.298 -0.842
H 0.357 1.311 4.606
H -4.815 2.594 2.301
H 1.333 2.660 -5.720
H -4.060 -9.540 -2.296
H -3.258 -0.513 6.098
H -1.781 -9.424 1.096
H -3.758 5.215 0.830
H 2.270 -8.530 -4.840
H 0.237 3.871 4.226
H -2.855 -11.471 -3.197
H -4.448 4.559 -1.681
H 3.829 -4.627 -1.270
H -2.043 5.439 6.345
H -0.820 -0.354 3.005
H 1.522 0.928 1.625
H 2.527 4.537 3.769
H -1.007 -9.199 -2.333
H 3.718 8.539 2.486
H 1.156 -8.326 -2.361
H -2.523 3.446 -6.259
H 1.779 10.615 1.586
H -2.221 6.682 2.554
H -0.395 3.472 -7.288
H -3.298 -10.444 -4.637
H -2.571 2.038 -7.288
H -1.630 -10.502 -4.040
H -1.114 2.979 -2.623
H 0.859 6.019 5.551
H 0.468 -6.244 2.640
H -1.402 7.901 1.771
H -1.674 3.863 -3.895
H -3.534 -1.517 3.947
*
```

Computed properties:
F_max, eV/A: 6.71
DFT total energy, eV: -195108.00968
Energy above the lowest of the compared OMol25 structures with the same formula, charge and spin, eV: 0.000
E_LUMO, Ha: -0.2852



# 2
Here is a gas-phase ion, C9H15BrN2 (charge +2) in a non-equilibrium geometry from OMol25. Energies are from ωB97M-V with the def2-TZVPD basis set.

ORCA input file:
```
! RIJCOSX wB97M-V def2-TZVPD def2/J DEFGRID3
* xyz 2 1
Br -0.528 2.083 0.163
N -3.686 0.766 -0.013
N 1.435 -0.041 -0.679
C 3.721 0.838 0.184
C 2.259 0.494 0.437
C -0.017 0.348 -0.598
C 2.728 1.908 0.341
C -1.135 -0.937 1.627
C -2.215 -0.695 -1.359
C -3.049 -0.552 -0.122
C -2.378 -0.813 1.300
C -0.862 -0.382 -1.454
H -3.962 -1.230 -0.298
H -0.418 -1.255 2.367
H -3.156 -0.816 2.024
H 4.115 0.711 -0.800
H -0.375 -0.733 -2.355
H -2.696 -1.369 -1.995
H 2.516 2.402 1.355
H -3.043 1.490 0.307
H -4.024 0.836 -0.960
H 2.428 2.609 -0.417
H 1.995 0.145 1.467
H 1.542 -1.011 -0.930
H 4.471 0.759 0.965
H 1.779 0.445 -1.456
H -4.444 0.891 0.555
*
```

Computed properties:
F_max, eV/A: 3.78
DFT total energy, eV: -82575.60296
Energy above the lowest of the compared OMol25 structures with the same formula, charge and spin, eV: 3.929
E_LUMO (alpha / beta), Ha: -0.2780 / -0.3214



Copy entry 2 word for word.
Here is a gas-phase ion, C9H15BrN2 (charge +2) in a non-equilibrium geometry from OMol25. Energies are from ωB97M-V with the def2-TZVPD basis set.

ORCA input file:
```
! RIJCOSX wB97M-V def2-TZVPD def2/J DEFGRID3
* xyz 2 1
Br -0.528 2.083 0.163
N -3.686 0.766 -0.013
N 1.435 -0.041 -0.679
C 3.721 0.838 0.184
C 2.259 0.494 0.437
C -0.017 0.348 -0.598
C 2.728 1.908 0.341
C -1.135 -0.937 1.627
C -2.215 -0.695 -1.359
C -3.049 -0.552 -0.122
C -2.378 -0.813 1.300
C -0.862 -0.382 -1.454
H -3.962 -1.230 -0.298
H -0.418 -1.255 2.367
H -3.156 -0.816 2.024
H 4.115 0.711 -0.800
H -0.375 -0.733 -2.355
H -2.696 -1.369 -1.995
H 2.516 2.402 1.355
H -3.043 1.490 0.307
H -4.024 0.836 -0.960
H 2.428 2.609 -0.417
H 1.995 0.145 1.467
H 1.542 -1.011 -0.930
H 4.471 0.759 0.965
H 1.779 0.445 -1.456
H -4.444 0.891 0.555
*
```

Computed properties:
F_max, eV/A: 3.78
DFT total energy, eV: -82575.60296
Energy above the lowest of the compared OMol25 structures with the same formula, charge and spin, eV: 3.929
E_LUMO (alpha / beta), Ha: -0.2780 / -0.3214